[1]
# C22H27N3O5S2

One molecule with the formula C22H27N3O5S2 at a distorted geometry (the ωB97M-V functional and the def2-TZVPD basis, OMol25).

Geometry as ORCA input:
```
! RIJCOSX wB97M-V def2-TZVPD def2/J DEFGRID3
* xyz 0 1
O -0.52 -1.81 2.75
C 0.61 -1.54 2.42
N 1.01 -0.38 1.84
C 0.20 0.55 1.19
C -1.17 0.61 1.40
C -1.95 1.40 0.58
C -1.39 2.15 -0.43
C -0.02 2.16 -0.60
C 0.81 1.39 0.23
N 2.20 1.36 0.11
C 2.99 1.81 1.25
H 2.45 1.63 2.18
C 3.31 3.31 1.14
H 3.97 3.62 1.95
O 3.99 3.60 -0.06
C 3.20 3.25 -1.17
H 3.81 3.47 -2.06
C 2.84 1.76 -1.13
H 2.19 1.49 -1.97
H 3.77 1.18 -1.21
H 2.30 3.87 -1.20
H 2.37 3.88 1.19
H 3.93 1.25 1.26
H 0.41 2.77 -1.37
H -2.04 2.74 -1.06
S -3.73 1.40 0.81
O -4.01 1.30 2.21
O -4.26 2.51 0.07
N -4.32 0.03 0.10
C -4.21 -1.24 0.77
H -4.08 -1.04 1.83
C -3.04 -2.07 0.22
H -3.09 -3.09 0.60
O -3.10 -2.17 -1.19
C -3.08 -0.90 -1.80
H -3.13 -1.09 -2.87
C -4.28 -0.06 -1.34
H -4.22 0.96 -1.73
H -5.20 -0.53 -1.69
H -2.14 -0.39 -1.55
H -2.09 -1.62 0.52
H -5.15 -1.79 0.62
H -1.63 0.03 2.18
H 1.98 -0.37 1.53
C 1.75 -2.53 2.66
H 1.34 -3.53 2.75
H 2.26 -2.28 3.59
S 3.06 -2.48 1.39
C 2.14 -2.39 -0.13
C 0.84 -2.85 -0.26
C 0.18 -2.69 -1.47
C 0.81 -2.09 -2.55
C 2.13 -1.67 -2.42
C 2.79 -1.81 -1.22
H 3.81 -1.48 -1.10
H 2.64 -1.21 -3.26
H 0.29 -1.97 -3.48
H -0.84 -3.04 -1.57
H 0.33 -3.33 0.56
*
```

Calculated values
SMILES ... O=C(CSc1ccccc1)Nc1cc(S(=O)(=O)N2CCOCC2)ccc1N1CCOCC1
Energy ... -2191.3669 hartree
Molar mass ... 477.6 g/mol
E_HOMO ... -8.289 eV


[2]
# C22H30N4O4

One molecule with the formula C22H30N4O4 (the ωB97M-V functional and the def2-TZVPD basis, OMol25).

Geometry as ORCA input:
```
! RIJCOSX wB97M-V def2-TZVPD def2/J DEFGRID3
* xyz 0 1
C -7.10 -1.82 -1.13
H -7.46 -1.03 -1.78
O -5.98 -1.33 -0.45
C -5.40 -2.27 0.44
C -4.14 -1.69 1.07
H -3.45 -1.39 0.28
C -4.43 -0.47 1.95
N -4.78 0.66 1.13
C -3.98 1.74 1.03
O -3.09 2.01 1.81
C -4.29 2.62 -0.18
H -5.36 2.82 -0.24
H -3.77 3.57 -0.05
C -3.82 1.89 -1.44
H -4.55 1.13 -1.74
C -2.51 1.15 -1.20
O -2.43 -0.06 -1.30
N -1.48 1.97 -0.88
C -0.17 1.64 -0.52
C 0.30 0.34 -0.51
C 1.64 0.07 -0.17
C 2.51 1.15 0.16
N 3.81 0.97 0.46
C 4.31 -0.24 0.49
N 5.62 -0.37 0.88
C 6.39 0.85 1.08
H 5.70 1.65 1.35
H 7.10 0.66 1.88
C 7.14 1.20 -0.21
O 7.97 0.13 -0.63
C 7.22 -1.04 -0.83
H 7.93 -1.81 -1.12
C 6.47 -1.45 0.45
H 5.91 -2.36 0.28
H 7.20 -1.63 1.25
H 6.49 -0.89 -1.64
H 7.80 2.05 -0.06
H 6.41 1.44 -1.00
C 3.50 -1.39 0.21
C 2.19 -1.24 -0.12
C 1.33 -2.43 -0.40
H 0.49 -2.47 0.29
H 1.90 -3.35 -0.30
H 0.93 -2.38 -1.41
H 3.92 -2.38 0.28
C 2.00 2.46 0.14
C 0.69 2.70 -0.19
H 0.31 3.71 -0.19
H 2.67 3.27 0.40
H -0.36 -0.46 -0.76
H -1.70 2.95 -0.76
H -3.70 2.59 -2.27
H -5.41 0.44 0.38
H -5.25 -0.69 2.64
H -3.55 -0.20 2.53
H -3.67 -2.47 1.67
H -5.15 -3.18 -0.12
H -6.14 -2.53 1.22
H -6.84 -2.70 -1.73
H -7.90 -2.11 -0.43
*
```

Calculated values
SMILES ... COCCCNC(=O)CCC(=O)Nc1ccc2nc(N3CCOCC3)cc(C)c2c1
Energy ... -1376.3509 hartree
Molar mass ... 414.5 g/mol
E_HOMO ... -7.274 eV


[3]
# C51H28Cl4N5O4Ti

C51H28Cl4N5O4Ti as an isolated structure (the ωB97M-V functional and the def2-TZVPD basis, OMol25).

Geometry as ORCA input:
```
! RIJCOSX wB97M-V def2-TZVPD def2/J DEFGRID3
* xyz 0 2
Ti 0.20 -0.33 -0.47
Cl 4.78 6.93 4.04
C 3.96 5.62 3.25
C 2.58 5.56 3.29
C 1.93 4.50 2.67
C 2.65 3.53 1.98
C 4.04 3.61 1.96
C 4.70 4.65 2.59
C 1.93 2.37 1.36
C 2.07 2.17 0.02
C 2.87 3.06 -0.83
C 2.96 2.53 -2.05
C 2.16 1.32 -2.06
C 1.86 0.59 -3.22
C 2.69 0.90 -4.42
C 2.18 1.68 -5.46
C 2.96 1.98 -6.57
C 4.25 1.49 -6.64
Cl 5.23 1.86 -8.03
C 4.78 0.72 -5.62
C 4.00 0.43 -4.51
C 0.82 -0.32 -3.39
N -0.13 -0.69 -2.44
C -1.02 -1.55 -3.07
C -2.04 -2.30 -2.44
C -2.74 -3.37 -3.20
C -2.17 -4.64 -3.33
C -2.82 -5.65 -4.01
C -4.06 -5.40 -4.56
Cl -4.89 -6.67 -5.41
C -4.65 -4.15 -4.46
C -3.99 -3.15 -3.77
C -2.29 -2.14 -1.09
C -2.93 -3.08 -0.15
C -2.59 -2.73 1.10
C -1.79 -1.49 0.99
N -1.73 -1.14 -0.39
C -1.40 -0.49 3.58
C -0.11 0.33 3.68
C 1.10 0.28 4.33
C 1.99 1.07 3.55
C 1.34 1.52 2.43
N 0.03 1.13 2.58
C -2.64 0.21 4.13
C -2.55 1.14 5.15
C -3.69 1.71 5.70
C -4.93 1.34 5.21
Cl -6.37 2.05 5.88
C -5.05 0.41 4.18
C -3.90 -0.15 3.65
C -0.64 -1.69 -4.43
C 0.49 -0.96 -4.63
N 1.65 1.11 -0.81
H 2.02 6.32 3.82
H 0.85 4.43 2.72
H 4.60 2.84 1.44
H 5.78 4.71 2.57
H 3.30 3.99 -0.49
H 3.48 2.92 -2.91
H 1.17 2.06 -5.39
H 2.56 2.58 -7.37
H 5.80 0.35 -5.70
H 4.40 -0.17 -3.71
H -1.19 -4.82 -2.89
H -2.37 -6.63 -4.10
H -5.62 -3.98 -4.90
H -4.44 -2.17 -3.68
H -3.53 -3.93 -0.45
H -2.84 -3.23 2.02
H 1.33 -0.30 5.21
H 3.03 1.26 3.78
H -1.58 1.43 5.52
H -3.63 2.43 6.50
H -6.03 0.14 3.80
H -3.99 -0.86 2.84
H -1.16 -2.30 -5.15
H 1.05 -0.85 -5.54
O -2.10 1.88 1.91
C -1.08 0.98 1.64
O -0.67 1.09 0.37
C -1.41 -0.49 2.03
C -1.31 -1.83 4.27
C -0.47 -2.84 4.05
C 0.54 -2.94 3.02
C 0.58 -2.23 1.89
N -0.33 -1.27 1.42
C 1.66 -2.45 0.86
O 2.58 -3.21 0.99
O 1.44 -1.70 -0.22
H -2.27 2.33 1.07
H -2.02 -1.95 5.09
H -0.54 -3.70 4.72
H 1.34 -3.66 3.14
*
```

Calculated values
Expectation value of S² ... 0.8501
Energy ... -5225.3640 hartree
Molar mass ... 964.5 g/mol
E_HOMO (alpha / beta) ... -6.502 / -7.555 eV


[4]
# C39H49BiN12O3PSSiTe

C39H49BiN12O3PSSiTe as an isolated structure at a distorted geometry (the ωB97M-V functional and the def2-TZVPD basis, OMol25).

Geometry as ORCA input:
```
! RIJCOSX wB97M-V def2-TZVPD def2/J DEFGRID3
* xyz -1 1
Bi -0.79 0.69 0.32
N 1.50 1.73 -3.53
C 1.50 0.82 -2.53
N 2.30 0.81 -1.56
C 3.09 1.95 -1.35
N 3.56 2.20 -0.18
N 3.23 1.30 0.79
C 4.10 0.42 1.08
C 3.84 -0.65 2.06
C 4.98 -1.41 2.36
C 4.89 -2.44 3.26
C 3.67 -2.66 3.91
C 2.58 -1.89 3.48
N 2.64 -0.87 2.62
C 3.29 2.88 -2.43
C 4.24 3.95 -2.39
C 4.25 4.87 -3.41
C 3.39 4.76 -4.50
C 2.45 3.73 -4.55
C 2.42 2.78 -3.50
H 0.65 1.87 -4.09
H 0.78 0.04 -2.68
H 5.04 0.41 0.56
H 5.91 -1.12 1.89
H 5.77 -3.05 3.54
H 3.47 -3.47 4.60
H 1.61 -2.12 3.96
H 4.95 4.07 -1.57
H 5.05 5.61 -3.43
H 3.41 5.47 -5.29
H 1.66 3.80 -5.26
C -0.98 -1.24 4.74
C -0.91 -0.40 3.65
N -1.25 -0.79 2.41
C -1.67 -2.04 2.27
C -1.72 -2.94 3.29
C -1.28 -2.58 4.54
C -2.40 -4.23 3.08
C -1.97 -5.31 2.44
C -0.58 -5.58 2.03
C -0.34 -6.47 0.97
C 0.96 -6.75 0.63
N 1.98 -6.21 1.30
C 1.63 -5.38 2.30
N 0.42 -5.06 2.72
H -0.77 -0.88 5.73
H -0.65 0.65 3.80
H -2.13 -2.22 1.32
H -1.34 -3.28 5.37
H -3.43 -4.28 3.46
H -2.65 -6.12 2.27
H -1.15 -7.00 0.49
H 1.18 -7.48 -0.13
H 2.48 -4.99 2.90
C -1.10 -2.14 -4.09
C -0.91 -3.66 -4.22
C 0.50 -3.92 -4.84
C -1.10 -4.38 -2.89
N -0.16 -3.99 -1.89
C -0.24 -3.01 -0.96
N 0.92 -2.87 -0.42
N 1.77 -3.77 -1.02
N 1.12 -4.44 -1.91
H -1.09 -1.66 -5.08
H -0.28 -1.70 -3.55
H -2.01 -1.94 -3.55
H -1.60 -4.04 -4.97
H 1.28 -3.57 -4.21
H 0.64 -3.43 -5.82
H 0.66 -4.95 -5.04
H -1.04 -5.47 -3.05
H -2.10 -4.11 -2.51
H -1.17 -2.38 -0.82
C -2.68 5.38 4.49
Si -1.28 4.36 3.73
C -0.48 3.40 5.15
C -0.12 5.48 2.88
C -1.87 3.11 2.51
C -1.80 2.29 1.61
H -2.22 6.28 4.85
H -3.09 4.86 5.36
H -3.46 5.62 3.77
H -0.16 4.01 5.99
H 0.50 2.88 4.88
H -1.09 2.60 5.49
H 0.29 6.18 3.62
H -0.67 6.07 2.12
H 0.73 4.98 2.41
S -2.56 -0.60 -0.69
C -3.54 1.05 -3.91
C -2.06 1.23 -3.73
O -1.74 2.64 -3.53
P -1.38 3.26 -2.05
O -0.50 2.29 -1.31
Te -0.57 5.44 -2.38
O -2.74 3.18 -1.23
C -3.87 4.08 -1.32
C -4.28 4.46 0.12
H -3.82 0.05 -4.21
H -3.85 1.75 -4.72
H -4.09 1.25 -2.98
H -1.49 0.97 -4.63
H -1.70 0.61 -2.93
H -4.65 3.59 -1.90
H -3.52 4.99 -1.81
H -4.33 3.62 0.82
H -5.26 4.98 0.05
H -3.59 5.22 0.56
*
```

Calculated values
Energy ... -3910.0643 hartree
Molar mass ... 1161.6 g/mol
E_HOMO ... -4.504 eV